one) Formula: C3H4N2
Source: OMol25
Level of theory: the ωB97M-V functional and the def2-TZVPD basis

Results
net charge: 0
molar mass: 68.1 g mol⁻¹
HOMO energy (spin up / spin down): -9.107 / -9.108 eV
gap between HOMO and LUMO (spin up / spin down): 9.4 / 9.4 eV

CARTESIAN COORDINATES (ANGSTROEM)
C (-0.002, -1.107, -0.035)
C (-1.271, -0.287, 0.065)
C (0.819, 0.987, 0.001)
N (0.999, -0.349, -0.015)
N (-1.298, 0.998, -0.088)
H (0.266, -2.092, -0.078)
H (-2.220, -0.804, 0.076)
H (0.642, 1.360, 0.966)
H (1.243, 1.500, -0.782)

=====

two) Formula: C3H4N2
Source: OMol25
Level of theory: the ωB97M-V functional and the def2-TZVPD basis

Results
net charge: 0
molar mass: 68.1 g mol⁻¹
HOMO energy: -9.413 eV
gap between HOMO and LUMO: 10.5 eV

CARTESIAN COORDINATES (ANGSTROEM)
C (-0.684, -0.621, 0.393)
C (-0.184, 0.480, 1.120)
N (0.683, 1.185, 0.399)
N (0.748, 0.524, -0.773)
C (-0.019, -0.599, -0.825)
H (-1.325, -1.396, 0.753)
H (-0.505, 0.809, 2.114)
H (1.382, 0.869, -1.503)
H (-0.097, -1.252, -1.678)

=====

three) Formula: C3H4N2
Source: OMol25
Level of theory: the ωB97M-V functional and the def2-TZVPD basis

Results
net charge: 0
molar mass: 68.1 g mol⁻¹
HOMO energy: -8.839 eV
gap between HOMO and LUMO: 5.9 eV

CARTESIAN COORDINATES (ANGSTROEM)
C (-0.538, 0.195, 0.677)
C (-1.808, -0.306, 0.361)
N (2.127, 0.664, -1.967)
C (2.059, 0.104, -0.920)
N (0.634, 0.009, 0.134)
H (-2.637, -0.206, 1.060)
H (-2.065, -0.843, -0.533)
H (-0.681, 0.734, 1.619)
H (2.908, -0.352, -0.433)

=====

Relative to the most stable one, in kJ/mol, the structures come out at one) 271.4; two) 0.0; three) 662.9.

=====

one) Formula: C3H4N2
Source: OMol25
Level of theory: the ωB97M-V functional and the def2-TZVPD basis

Results
net charge: 0
molar mass: 68.1 g mol⁻¹
HOMO energy: -7.552 eV
gap between HOMO and LUMO: 7.5 eV

CARTESIAN COORDINATES (ANGSTROEM)
C (0.535, 0.887, -0.091)
C (1.652, 0.140, -0.028)
C (-1.530, -0.499, -0.059)
N (-0.264, -0.321, -0.107)
N (0.867, -1.095, -0.103)
H (0.013, 1.782, -0.306)
H (2.692, 0.272, 0.389)
H (-1.849, -1.466, 0.171)
H (-2.115, 0.299, 0.134)

=====

two) Formula: C3H4N2
Source: OMol25
Level of theory: the ωB97M-V functional and the def2-TZVPD basis

Results
net charge: 0
molar mass: 68.1 g mol⁻¹
HOMO energy: -10.388 eV
gap between HOMO and LUMO: 10.8 eV

CARTESIAN COORDINATES (ANGSTROEM)
N (-0.546, -1.197, 2.380)
C (-0.471, -0.678, 1.336)
C (0.127, 0.018, 0.448)
C (0.112, -0.167, -1.012)
N (-0.695, 0.842, -0.545)
H (0.978, 0.724, 0.843)
H (-0.357, -1.166, -1.339)
H (1.034, -0.090, -1.760)
H (-0.181, 1.714, -0.351)

=====

Relative to the most stable one, in kJ/mol, the structures come out at one) 179.5; two) 0.0.

=====

one) Formula: C3H3F3O
Source: OMol25
Level of theory: the ωB97M-V functional and the def2-TZVPD basis

Results
net charge: 0
molar mass: 112.0 g mol⁻¹
HOMO energy: -10.912 eV
gap between HOMO and LUMO: 11.7 eV

CARTESIAN COORDINATES (ANGSTROEM)
C (0.048, 0.201, -0.014)
C (1.341, 0.013, 0.806)
F (2.461, 0.225, 0.067)
F (1.411, 0.801, 1.907)
C (1.593, -1.624, 1.644)
O (1.724, -1.728, 2.784)
F (1.566, -2.581, 0.702)
H (-0.021, -0.651, -0.603)
H (0.266, 1.112, -0.676)
H (-0.722, 0.253, 0.696)

=====

two) Formula: C3H3F3O
Source: OMol25
Level of theory: the ωB97M-V functional and the def2-TZVPD basis

Results
net charge: 0
molar mass: 112.0 g mol⁻¹
HOMO energy (spin up / spin down): -8.504 / -8.504 eV
gap between HOMO and LUMO (spin up / spin down): 8.4 / 8.4 eV

CARTESIAN COORDINATES (ANGSTROEM)
C (1.228, 1.006, -0.236)
C (-0.110, 0.759, -0.817)
C (-1.335, -1.578, 0.514)
O (-0.897, -0.455, 0.347)
F (-0.948, 1.761, -0.588)
F (-2.645, -1.867, 0.495)
F (1.850, -0.235, -0.357)
H (1.509, 1.459, 0.820)
H (1.956, 1.654, -0.878)
H (-0.608, -2.504, 0.701)

=====

three) Formula: C3H3F3O
Source: OMol25
Level of theory: the ωB97M-V functional and the def2-TZVPD basis

Results
net charge: 0
molar mass: 112.0 g mol⁻¹
HOMO energy: -10.735 eV
gap between HOMO and LUMO: 11.1 eV

CARTESIAN COORDINATES (ANGSTROEM)
O (-0.993, 2.246, -0.559)
C (-0.925, 1.034, -0.510)
C (-0.209, 0.283, 0.478)
F (0.537, 1.125, 1.237)
C (0.813, -0.908, -0.041)
F (-0.065, -1.673, -0.694)
F (1.360, -1.683, 0.970)
H (-1.295, 0.388, -1.312)
H (-0.952, -0.227, 1.015)
H (1.729, -0.584, -0.584)

=====

Relative to the most stable one, in kJ/mol, the structures come out at one) 0.0; two) 398.6; three) 61.3.

=====

one) Formula: C19H23N7O2
Source: OMol25
Level of theory: the ωB97M-V functional and the def2-TZVPD basis

Results
net charge: 0
molar mass: 381.4 g mol⁻¹
HOMO energy: -8.629 eV
gap between HOMO and LUMO: 9.3 eV

CARTESIAN COORDINATES (ANGSTROEM)
C (-0.566, -0.104, -2.168)
C (0.568, -0.314, -1.231)
N (1.715, 0.219, -1.511)
C (2.708, -0.029, -0.633)
C (2.612, -0.837, 0.504)
N (3.825, -0.883, 1.135)
C (4.612, -0.152, 0.413)
N (4.003, 0.401, -0.689)
C (4.591, 1.235, -1.653)
C (5.953, 1.140, -1.919)
C (6.528, 1.976, -2.859)
C (5.755, 2.900, -3.540)
C (4.396, 2.984, -3.282)
C (3.810, 2.158, -2.341)
C (1.366, -1.444, 0.834)
O (1.047, -2.197, 1.731)
N (0.365, -1.071, -0.115)
N (-0.893, -1.603, 0.179)
C (-1.914, -0.779, 0.614)
O (-1.902, 0.413, 0.439)
C (-3.032, -1.587, 1.253)
N (-4.293, -0.881, 1.277)
C (-5.411, -1.770, 1.530)
C (-6.716, -0.992, 1.405)
N (-6.740, 0.084, 2.376)
C (-8.000, 0.792, 2.365)
C (-5.618, 0.972, 2.129)
C (-4.311, 0.200, 2.248)
H (-0.182, 0.322, -3.090)
H (-1.287, 0.583, -1.726)
H (-1.073, -1.046, -2.368)
H (5.638, 0.035, 0.658)
H (6.557, 0.408, -1.406)
H (7.586, 1.899, -3.062)
H (6.209, 3.549, -4.274)
H (3.788, 3.699, -3.814)
H (2.753, 2.213, -2.138)
H (-0.764, -2.478, 0.689)
H (-3.159, -2.507, 0.675)
H (-2.686, -1.870, 2.268)
H (-5.400, -2.576, 0.792)
H (-5.355, -2.212, 2.540)
H (-7.558, -1.661, 1.603)
H (-6.805, -0.608, 0.373)
H (-8.804, 0.092, 2.592)
H (-8.213, 1.269, 1.395)
H (-7.981, 1.563, 3.134)
H (-5.636, 1.772, 2.873)
H (-5.676, 1.424, 1.123)
H (-3.476, 0.868, 2.043)
H (-4.217, -0.194, 3.276)

=====

two) Formula: C19H23N7O2
Source: OMol25
Level of theory: the ωB97M-V functional and the def2-TZVPD basis

Results
net charge: 0
molar mass: 381.4 g mol⁻¹
HOMO energy: -8.579 eV
gap between HOMO and LUMO: 9.3 eV

CARTESIAN COORDINATES (ANGSTROEM)
C (-0.190, -0.805, 2.746)
C (0.895, 0.172, 3.194)
N (2.149, -0.037, 2.505)
C (2.315, 0.292, 1.216)
N (3.448, -0.089, 0.625)
C (3.574, 0.294, -0.644)
N (4.694, -0.003, -1.312)
C (5.819, -0.727, -0.767)
C (7.076, 0.139, -0.831)
C (6.013, -2.040, -1.524)
N (2.638, 0.963, -1.342)
C (1.560, 1.260, -0.648)
O (0.620, 1.952, -1.334)
C (-0.661, 1.960, -0.892)
C (-1.459, 3.064, -1.264)
C (-2.761, 3.059, -0.849)
C (-3.185, 1.948, -0.086)
O (-4.443, 1.942, 0.367)
C (-4.863, 0.781, 1.088)
C (-5.172, -0.362, 0.157)
C (-4.298, -1.434, 0.029)
C (-4.582, -2.459, -0.856)
C (-5.734, -2.420, -1.623)
C (-6.605, -1.350, -1.505)
C (-6.324, -0.325, -0.619)
N (-2.379, 0.942, 0.193)
N (-1.136, 0.947, -0.206)
N (1.348, 1.001, 0.624)
H (0.146, -1.833, 2.863)
H (-0.430, -0.619, 1.703)
H (-1.086, -0.658, 3.343)
H (1.088, 0.077, 4.265)
H (0.569, 1.190, 2.975)
H (2.810, -0.701, 2.874)
H (4.725, 0.297, -2.273)
H (5.561, -0.933, 0.275)
H (7.327, 0.366, -1.866)
H (7.915, -0.383, -0.379)
H (6.917, 1.072, -0.298)
H (6.249, -1.844, -2.568)
H (6.828, -2.610, -1.086)
H (5.106, -2.637, -1.478)
H (-1.032, 3.861, -1.852)
H (-3.456, 3.852, -1.075)
H (-4.083, 0.496, 1.801)
H (-5.763, 1.105, 1.618)
H (-3.392, -1.453, 0.614)
H (-3.898, -3.290, -0.951)
H (-5.953, -3.221, -2.314)
H (-7.503, -1.313, -2.103)
H (-6.999, 0.514, -0.528)

=====

Relative to the most stable one, in kJ/mol, the structures come out at one) 31.8; two) 0.0.

=====

one) Formula: C6H11NS
Source: OMol25
Level of theory: the ωB97M-V functional and the def2-TZVPD basis

Results
net charge: 0
molar mass: 129.2 g mol⁻¹
HOMO energy: -8.729 eV
gap between HOMO and LUMO: 9.5 eV

CARTESIAN COORDINATES (ANGSTROEM)
C (-0.140, 2.451, -1.391)
C (-0.117, 1.184, -1.003)
C (-0.339, -0.121, -1.680)
C (-0.227, 0.815, 0.517)
S (-2.111, 0.803, 0.753)
N (0.390, -0.321, 0.937)
C (-0.109, -1.283, 1.501)
C (0.840, -2.357, 2.224)
H (0.045, 3.278, -0.677)
H (-0.143, 2.795, -2.451)
H (-1.141, -0.739, -1.247)
H (0.560, -0.626, -1.815)
H (-0.679, 0.037, -2.741)
H (0.167, 1.603, 1.134)
H (-2.070, 2.209, 0.616)
H (-1.195, -1.267, 1.813)
H (0.882, -3.102, 1.429)
H (1.835, -1.890, 2.269)
H (0.376, -2.706, 3.160)

=====

two) Formula: C6H11NS
Source: OMol25
Level of theory: the ωB97M-V functional and the def2-TZVPD basis

Results
net charge: 0
molar mass: 129.2 g mol⁻¹
HOMO energy: -8.774 eV
gap between HOMO and LUMO: 9.8 eV

CARTESIAN COORDINATES (ANGSTROEM)
C (0.848, -0.547, 1.917)
C (-0.074, 0.138, 0.936)
C (-1.158, -0.746, 0.355)
S (-2.917, -0.970, 0.071)
C (-1.792, 0.231, -0.646)
C (-0.620, 0.433, -1.606)
C (0.514, 0.689, -0.484)
N (1.730, 0.051, -0.815)
H (1.336, -1.408, 1.456)
H (0.334, -0.895, 2.854)
H (1.661, 0.142, 2.246)
H (-0.475, 1.036, 1.489)
H (-0.621, -1.499, -0.206)
H (-2.065, 1.193, -0.193)
H (-0.356, -0.469, -2.150)
H (-0.699, 1.269, -2.331)
H (0.565, 1.839, -0.321)
H (1.585, -0.921, -0.982)
H (2.205, 0.434, -1.591)

=====

Relative to the most stable one, in kJ/mol, the structures come out at one) 0.0; two) 53.9.

=====

one) Formula: C2H3Cl2NSi
Source: OMol25
Level of theory: the ωB97M-V functional and the def2-TZVPD basis

Results
net charge: 0
molar mass: 140.0 g mol⁻¹
HOMO energy: -9.212 eV
gap between HOMO and LUMO: 7.2 eV

CARTESIAN COORDINATES (ANGSTROEM)
C (-2.072, 0.558, 3.160)
C (0.966, -1.000, -0.683)
N (-1.649, 0.875, 2.083)
Si (-0.071, 0.528, -0.281)
Cl (0.952, 2.130, 0.063)
Cl (-1.743, 0.578, -1.639)
H (1.575, -0.577, -1.500)
H (1.658, -1.402, 0.075)
H (0.384, -1.691, -1.279)

=====

two) Formula: C2H3Cl2NSi
Source: OMol25
Level of theory: the ωB97M-V functional and the def2-TZVPD basis

Results
net charge: 0
molar mass: 140.0 g mol⁻¹
HOMO energy: -11.612 eV
gap between HOMO and LUMO: 12.1 eV

CARTESIAN COORDINATES (ANGSTROEM)
N (2.083, -1.893, -0.212)
C (1.602, -0.869, -0.291)
C (0.560, 0.585, -0.384)
Si (-1.054, 0.092, 0.412)
Cl (-1.678, -1.741, 0.230)
Cl (-2.405, 1.373, -0.277)
H (0.658, 0.737, -1.375)
H (1.236, 1.246, 0.097)
H (-1.003, 0.470, 1.800)

=====

Relative to the most stable one, in kJ/mol, the structures come out at one) 191.1; two) 0.0.